(1)
12
Properties=species:S:1:pos:R:3 method="wB97M-V/def2-TZVPD" orbital_gap_ev=6.6339 lumo_ev=4.10 relative_energy_kcal_mol=73.8 charge=-1
C -2.11 -1.23 0.26
O -3.16 -1.55 -0.25
H -1.33 -1.98 0.48
H -1.84 -0.20 0.53
H 2.62 -2.36 -0.71
C 0.71 2.10 0.37
C 0.23 0.96 -0.21
O 0.63 -0.24 -0.05
H 0.46 3.09 -0.01
H 1.64 2.05 0.94
H -0.62 1.05 -0.92
H 2.79 -1.69 -0.42

=====

(2)
16
Properties=species:S:1:pos:R:3 method="wB97M-V/def2-TZVPD" orbital_gap_ev=8.7287 lumo_ev=0.80 relative_energy_kcal_mol=67.7 smiles="C/C=C/O.C=C"
O 2.74 0.53 0.19
C 1.59 -0.13 0.47
C 0.62 -0.37 -0.40
C -0.33 -1.43 0.07
C -1.98 0.73 -0.34
C -0.91 1.50 -0.19
H 3.29 0.49 0.97
H 0.41 -2.17 0.38
H 1.43 -0.43 1.51
H 0.68 -0.12 -1.45
H -0.93 -1.17 0.95
H -0.97 -1.86 -0.71
H -2.31 0.38 -1.32
H -2.56 0.40 0.51
H -0.53 1.77 0.79
H -0.38 1.94 -1.03

=====

(3)
79
Properties=species:S:1:pos:R:3 method="wB97M-V/def2-TZVPD" orbital_gap_ev="6.4078 / 6.6884" lumo_ev="0.60 / -0.57" relative_energy_kcal_mol=17.9 spin_multiplicity=3
Pd -0.72 0.77 -0.05
C -5.02 2.38 -1.29
C -3.67 1.70 -1.22
S -3.04 1.41 0.33
C -3.02 1.32 -2.39
C -3.57 1.66 -3.75
S -1.57 0.42 -2.37
H -5.40 2.54 -0.29
H -5.73 1.75 -1.83
H -4.95 3.34 -1.81
H -4.66 1.64 -3.77
H -3.19 0.97 -4.49
H -3.25 2.67 -4.03
N -0.46 5.64 2.76
N -0.54 4.29 2.51
N -1.03 3.44 3.38
C -0.80 2.29 2.77
N -0.19 2.46 1.59
N -0.03 3.75 1.43
H -1.26 5.93 3.31
H -0.38 6.13 1.88
H -1.08 1.33 3.17
O -1.05 -1.01 2.19
C -1.51 -1.89 1.50
O -1.42 -1.89 0.18
C -2.28 -3.08 2.07
N -2.38 -4.15 1.07
C -3.77 -4.66 1.03
C -4.47 -4.00 2.21
C -3.74 -2.66 2.32
H -1.81 -3.40 3.00
H -1.70 -4.88 1.22
H -1.83 -2.74 -0.11
H -3.80 -5.75 1.07
H -4.23 -4.35 0.09
H -4.30 -4.58 3.12
H -5.54 -3.89 2.05
H -3.86 -2.18 3.29
H -4.06 -1.97 1.54
C 4.92 0.45 0.99
Si 3.12 1.00 1.24
C 3.13 2.90 1.17
C 2.52 0.38 2.92
As 1.57 0.15 -0.32
Si 1.99 -2.15 -0.55
C 1.61 -3.04 1.09
C 3.79 -2.59 -0.96
C 0.83 -2.77 -1.93
Si 2.18 1.21 -2.35
C 1.68 0.20 -3.88
C 1.27 2.88 -2.26
C 4.06 1.42 -2.51
H 5.56 0.89 1.75
H 5.30 0.76 0.01
H 5.02 -0.64 1.05
H 3.03 3.33 2.16
H 2.30 3.26 0.56
H 4.06 3.28 0.73
H 2.76 1.07 3.73
H 2.97 -0.59 3.17
H 1.44 0.24 2.89
H 2.53 -3.24 1.63
H 1.10 -4.00 0.93
H 0.98 -2.42 1.73
H 4.40 -2.56 -0.06
H 4.22 -1.88 -1.67
H 3.87 -3.59 -1.39
H 0.00 -2.08 -2.04
H 0.43 -3.77 -1.71
H 1.35 -2.83 -2.88
H 0.67 -0.20 -3.78
H 2.37 -0.63 -4.03
H 1.71 0.82 -4.78
H 0.46 2.79 -1.54
H 0.82 3.16 -3.22
H 1.92 3.70 -1.95
H 4.55 0.47 -2.28
H 4.45 2.17 -1.82
H 4.34 1.70 -3.52

=====

(4)
18
Properties=species:S:1:pos:R:3 method="wB97M-V/def2-TZVPD" orbital_gap_ev=10.3785 lumo_ev=-4.13 relative_energy_kcal_mol=40.0 charge=+1 smiles="C/C=N/C(=[NH2+])CC"
C -1.57 -0.58 0.43
C 0.95 -0.78 0.06
C -2.94 -0.60 -0.05
C 1.49 1.40 -0.57
C 1.59 0.38 0.53
N -0.58 -0.75 -0.31
N 1.59 -1.79 -0.27
H -1.42 -0.49 1.55
H -3.10 -0.47 -1.13
H -3.41 -1.52 0.18
H -3.63 0.10 0.54
H 1.86 2.28 -0.17
H 1.87 0.95 -1.54
H 0.43 1.67 -0.55
H 1.10 0.83 1.39
H 2.61 0.22 0.78
H 2.60 -1.69 -0.40
H 1.00 -2.54 -0.66

=====

(5)
164
Properties=species:S:1:pos:R:3 method="wB97M-V/def2-TZVPD" orbital_gap_ev=6.5009 lumo_ev=-3.65 charge=+1
C -2.25 0.08 2.00
C -3.51 -0.45 1.50
C -3.57 -1.85 0.83
C -3.51 -1.89 -0.74
C -3.40 -3.47 -1.06
C -4.63 -4.32 -0.54
O -4.42 -4.84 0.79
N -2.15 -1.36 -1.12
C -2.07 -0.66 -2.44
C -2.09 -1.74 -3.61
C -0.68 0.12 -2.61
C 0.50 -0.51 -1.81
C 0.86 0.18 -0.55
C 1.95 -0.23 0.32
C 2.75 -1.40 -0.04
C 2.39 -2.09 -1.28
C 1.30 -1.69 -2.17
C 1.04 -2.48 -3.49
C -3.27 0.36 -2.50
Cl -3.15 1.53 -1.07
C -3.28 1.32 -3.74
C -4.22 2.47 -3.63
C -4.28 3.41 -4.75
C -3.41 3.12 -5.89
N -2.57 2.07 -6.05
C -2.54 1.21 -4.97
O -4.49 -0.34 -2.56
C -4.73 -1.33 -1.56
C -5.99 -0.82 -0.76
F -6.52 -1.71 0.15
F -5.88 0.42 -0.20
C -7.15 -0.66 -1.89
F -7.28 0.67 -2.24
F -8.34 -1.10 -1.34
H -1.95 -0.27 3.02
H -1.57 0.73 1.39
H -4.40 0.20 1.72
H -2.65 -2.41 1.20
H -4.43 -2.39 1.29
H -3.40 -3.66 -2.17
H -2.49 -3.92 -0.56
H -5.63 -3.85 -0.68
H -4.64 -5.24 -1.19
H -5.24 -4.71 1.30
H -1.73 -0.72 -0.41
H -1.48 -2.15 -1.18
H -1.39 -1.51 -4.44
H -3.13 -1.90 -3.99
H -1.73 -2.73 -3.21
H -0.75 1.19 -2.29
H -0.35 0.17 -3.68
H 0.28 1.10 -0.27
H 2.13 0.41 1.22
H 3.60 -1.70 0.61
H 3.02 -2.98 -1.54
H 0.30 -3.29 -3.24
H 0.69 -1.84 -4.33
H 2.01 -2.97 -3.78
H -4.88 2.65 -2.76
H -4.93 4.31 -4.75
H -3.44 3.86 -6.74
H -1.86 0.34 -5.08
H -5.14 -2.20 -2.15
H -6.95 -1.26 -2.81
C -1.65 0.21 -9.47
Cl -0.75 -0.67 -8.22
Cl -0.81 0.09 -11.02
Cl -3.30 -0.41 -9.60
H -1.70 1.25 -9.18
C 0.79 4.36 -0.21
Cl 1.69 3.48 1.03
Cl 1.63 4.29 -1.76
Cl -0.85 3.73 -0.36
H 0.73 5.40 0.09
C 2.18 -3.02 -9.34
Cl 3.28 -4.31 -9.83
Cl 1.71 -3.22 -7.64
Cl 2.92 -1.44 -9.60
H 1.28 -3.09 -9.95
C -8.57 3.43 -0.08
Cl -8.00 3.95 1.51
Cl -9.89 4.47 -0.64
Cl -7.25 3.44 -1.25
H -8.94 2.42 0.00
C -3.40 -4.51 -9.88
Cl -2.28 -3.35 -9.16
Cl -4.27 -5.40 -8.63
Cl -4.54 -3.69 -10.96
H -2.83 -5.22 -10.47
C -0.12 5.44 3.57
Cl 0.06 6.29 5.11
Cl -1.78 4.84 3.39
Cl 0.31 6.49 2.22
H 0.55 4.59 3.57
C 4.33 -4.25 2.79
Cl 2.95 -4.54 1.72
Cl 4.54 -2.52 3.10
Cl 4.13 -5.13 4.31
H 5.22 -4.62 2.30
C -6.25 7.13 -0.41
Cl -6.40 7.11 -2.17
Cl -4.79 6.27 0.10
Cl -6.24 8.78 0.20
H -7.11 6.61 0.01
C 6.35 -6.27 7.23
Cl 7.26 -7.20 8.43
Cl 7.16 -6.31 5.66
Cl 4.69 -6.89 7.09
H 6.30 -5.24 7.56
C 5.38 -1.08 -12.70
Cl 4.85 -2.24 -13.93
Cl 6.85 -1.66 -11.90
Cl 5.64 0.51 -13.41
H 4.59 -1.00 -11.95
C 0.03 5.51 9.31
Cl -0.49 4.40 8.04
Cl 1.50 4.92 10.09
Cl 0.29 7.13 8.64
H -0.76 5.57 10.05
C 9.66 -5.80 2.24
Cl 10.31 -6.55 3.70
Cl 9.15 -7.03 1.08
Cl 8.32 -4.72 2.63
H 10.45 -5.21 1.78
C 6.06 -3.93 -2.41
Cl 7.78 -3.70 -2.06
Cl 5.12 -3.98 -0.92
Cl 5.47 -2.66 -3.48
H 5.94 -4.89 -2.92
C 8.22 -9.72 3.61
Cl 6.71 -9.07 2.96
Cl 8.52 -9.10 5.24
Cl 8.19 -11.49 3.63
H 9.04 -9.40 2.97
C 10.21 -11.69 7.32
Cl 10.88 -12.08 5.74
Cl 10.33 -13.08 8.41
Cl 11.02 -10.29 8.02
H 9.16 -11.45 7.20
C -1.38 9.07 11.55
Cl -2.88 9.69 10.86
Cl -1.13 9.72 13.18
Cl -1.39 7.30 11.59
H -0.55 9.39 10.93
C 2.82 10.51 11.11
Cl 1.90 9.40 10.07
Cl 1.73 11.46 12.12
Cl 3.98 9.61 12.10
H 3.37 11.19 10.46
C 3.74 9.07 2.28
Cl 4.37 10.21 1.09
Cl 2.33 9.75 3.11
Cl 3.32 7.53 1.52
H 4.51 8.88 3.02
C -0.62 14.83 11.11
Cl 1.03 14.52 11.65
Cl -1.36 13.36 10.47
Cl -1.60 15.49 12.43
H -0.59 15.57 10.31
C -5.57 -8.19 -6.01
Cl -3.83 -7.91 -5.86
Cl -6.38 -6.73 -6.60
Cl -5.89 -9.56 -7.08
H -5.96 -8.42 -5.03

=====

(6)
8
Properties=species:S:1:pos:R:3 method="wB97M-V/def2-TZVPD" orbital_gap_ev=9.4094 lumo_ev=0.08 relative_energy_kcal_mol=1.6 smiles=SS.SS
S 1.50 -0.49 -1.84
S 0.38 1.31 -1.67
H 2.71 0.03 -1.56
H 0.49 1.50 -0.34
S -0.60 0.11 1.93
S -1.14 -1.55 0.87
H -1.09 1.03 1.08
H -2.26 -1.93 1.53

=====

(7)
59
Properties=species:S:1:pos:R:3 method="wB97M-V/def2-TZVPD" orbital_gap_ev="7.0274 / 7.7593" lumo_ev="-3.95 / -3.24" relative_energy_kcal_mol=4.6 charge=+1 spin_multiplicity=2
V 0.25 -0.04 -0.91
C 1.53 3.62 -2.69
C 1.39 2.76 -1.48
O 0.58 1.80 -1.51
N 2.09 3.08 -0.40
C 2.01 2.44 0.91
C 1.05 3.16 1.83
C 1.51 3.83 2.96
C 0.60 4.49 3.76
C -0.74 4.47 3.41
C -1.11 3.77 2.27
N -0.24 3.12 1.50
H 1.52 2.99 -3.58
H 2.43 4.22 -2.67
H 0.66 4.29 -2.75
H 2.70 3.88 -0.49
H 3.01 2.44 1.34
H 1.72 1.40 0.79
H 2.56 3.83 3.20
H 0.93 5.02 4.65
H -1.49 4.97 4.01
H -2.15 3.72 1.97
N -1.54 0.80 -0.05
C -2.25 -0.22 0.67
C -2.55 -0.05 2.01
C -3.18 -1.06 2.72
C -3.51 -2.24 2.07
C -3.21 -2.41 0.73
C -2.57 -1.41 0.01
C -2.23 -1.59 -1.43
C -3.14 -2.26 -2.24
C -2.88 -2.48 -3.59
C -1.70 -2.03 -4.15
C -0.78 -1.36 -3.36
C -1.03 -1.13 -2.01
H -1.22 1.57 0.55
H -2.10 1.19 -0.80
H -2.28 0.88 2.51
H -3.41 -0.93 3.77
H -3.99 -3.04 2.62
H -3.44 -3.35 0.24
H -4.08 -2.60 -1.82
H -3.61 -3.00 -4.20
H -1.49 -2.20 -5.20
H 0.15 -1.03 -3.80
O 1.91 -1.20 2.38
C 1.61 -1.43 1.25
O 0.57 -0.76 0.66
C 2.20 -2.49 0.39
C 2.52 -3.71 0.99
C 3.03 -4.75 0.23
C 3.26 -4.56 -1.12
C 2.99 -3.34 -1.72
C 2.45 -2.30 -0.97
S 2.23 -0.71 -1.74
H 2.34 -3.82 2.05
H 3.26 -5.70 0.70
H 3.67 -5.36 -1.72
H 3.20 -3.18 -2.77

=====

(8)
106
Properties=species:S:1:pos:R:3 method="wB97M-V/def2-TZVPD" orbital_gap_ev=7.5447 lumo_ev=-5.01 relative_energy_kcal_mol=36.8 charge=+2
V 0.44 0.33 0.72
N 1.34 0.42 -1.25
C 1.76 1.83 -1.29
C 3.15 2.01 -1.92
C 3.26 1.51 -3.36
C 2.86 2.56 -4.41
N 1.42 2.87 -4.43
C 0.49 2.17 -5.06
N 0.80 1.05 -5.72
N -0.77 2.60 -5.07
C 1.82 2.26 0.20
O 1.78 3.41 0.54
O 1.87 1.21 0.97
H 2.16 -0.18 -1.34
H 0.70 0.19 -2.00
H 1.00 2.44 -1.76
H 3.86 1.46 -1.30
H 3.43 3.06 -1.87
H 2.68 0.59 -3.50
H 4.30 1.25 -3.56
H 3.15 2.23 -5.41
H 3.38 3.49 -4.21
H 1.13 3.69 -3.92
H 1.76 0.75 -5.81
H 0.10 0.56 -6.24
H -1.06 3.39 -4.51
H -1.50 2.02 -5.45
Br -1.22 0.04 -2.94
C -2.38 -0.80 -1.71
C -3.50 -1.46 -2.24
C -4.39 -2.06 -1.40
Br -5.81 -3.06 -2.15
C -4.24 -1.95 0.00
C -5.17 -2.45 0.94
C -4.95 -2.27 2.27
C -3.79 -1.59 2.68
N -2.89 -1.13 1.84
C -3.09 -1.30 0.52
C -2.09 -0.77 -0.36
O -0.95 -0.27 0.14
H -3.64 -1.51 -3.31
H -6.06 -2.96 0.59
H -5.65 -2.64 3.01
H -3.60 -1.40 3.73
C -3.14 4.87 3.33
N -2.82 4.49 1.97
N -1.89 3.52 1.66
C -1.95 3.20 0.31
O -1.20 2.36 -0.24
C -3.01 4.01 -0.20
C -3.52 4.75 0.84
C -4.66 5.70 0.88
C -0.92 2.96 2.51
C -0.87 1.57 2.51
C 0.24 0.91 3.06
C 1.19 1.68 3.76
C 1.04 3.04 3.87
C 0.01 3.70 3.20
H -2.58 4.24 4.01
H -4.20 4.74 3.52
H -2.88 5.91 3.51
H -3.34 4.03 -1.22
H -5.07 5.85 -0.12
H -4.36 6.66 1.28
H -5.46 5.31 1.52
H -1.70 1.00 2.11
H -0.48 -1.10 2.81
H 2.03 1.18 4.22
H 1.77 3.61 4.43
H -0.03 4.78 3.19
C 0.42 -0.49 2.75
Ge 1.41 -2.12 0.56
C -0.15 -3.31 0.26
C -0.63 -3.77 -0.97
C -1.71 -4.64 -1.03
C -2.34 -5.06 0.14
C -1.89 -4.60 1.36
C -0.81 -3.72 1.42
C 2.34 -2.97 2.08
C 3.30 -2.30 2.84
C 3.97 -2.94 3.87
C 3.69 -4.27 4.16
C 2.76 -4.96 3.40
C 2.10 -4.32 2.36
C 2.80 -2.09 -0.89
C 2.59 -2.54 -2.20
C 3.60 -2.49 -3.14
C 4.85 -1.97 -2.80
C 5.07 -1.50 -1.51
C 4.05 -1.56 -0.57
H 1.29 -0.95 3.20
H -0.15 -3.48 -1.89
H -2.06 -5.01 -1.99
H -3.17 -5.75 0.09
H -2.36 -4.92 2.28
H -0.46 -3.38 2.38
H 3.53 -1.26 2.63
H 4.72 -2.41 4.44
H 4.19 -4.77 4.98
H 2.55 -6.00 3.61
H 1.39 -4.88 1.77
H 1.63 -2.96 -2.47
H 3.43 -2.86 -4.14
H 5.64 -1.94 -3.54
H 6.04 -1.11 -1.24
H 4.24 -1.20 0.44

=====

Number 1: calculated total energy -7317.753 eV. Number 2: calculated total energy -7391.830 eV. Number 3: calculated total energy -143092.790 eV. Number 4: calculated total energy -8335.386 eV. Number 5: calculated total energy -829274.333 eV. Number 6: calculated total energy -43405.536 eV. Number 7: calculated total energy -75521.693 eV. Number 8: calculated total energy -288308.861 eV.